A 3-piece molecular cluster, CH10N2O2 overall. Source: the Open Molecules 2025 dataset; level of theory: ωB97M-V/def2-TZVPD.

```
15
Properties=species:S:1:pos:R:3:forces:R:3
H 0.9353 0.8431 -2.0681 0.7242 0.9012 1.0187
H 2.0935 -0.1686 -0.1034 -0.3748 -1.6815 0.6370
H 3.7157 -3.7503 -2.8642 -0.5879 0.1230 0.1485
H -0.9094 0.3266 -0.4748 0.9837 -1.0925 0.7690
H -4.3918 1.9836 4.5428 -0.2534 0.3416 -0.3098
O 2.7516 -3.8444 -2.7787 -0.0089 0.8646 0.4765
H 1.1217 1.1238 0.6787 0.4105 -1.5418 0.5019
C 1.1382 0.3246 -0.1125 -1.4185 2.5621 1.4726
H -0.4897 -0.6608 0.8191 -0.0603 0.0285 0.3542
H 2.4274 -3.0470 -2.2933 0.5791 -0.9820 -0.6174
N -0.2212 -0.3838 -0.1075 1.2966 1.2911 -1.6381
O -4.5726 2.6355 3.8480 2.0244 -0.6362 0.1069
H 0.8145 2.1162 -0.9414 0.4653 -0.8352 -0.9054
N 1.3497 1.2574 -1.1868 -2.0125 0.3652 -2.2150
H -5.4784 2.8416 3.8852 -1.7675 0.2921 0.2004
```
Positions in Å, forces in eV/Å.

Relative energy (zero: lowest compared OMol25 entry of this formula, charge and spin) = 29.2 kcal per mole
E_HOMO = -9.53 eV
Total energy = -304.036273 a.u.
SMILES string = NCN.O.O
Largest force on an atom = 3.3 eV Å⁻¹

=====

A 3-piece molecular cluster, CH10N2O2 overall. Source: the Open Molecules 2025 dataset; level of theory: ωB97M-V/def2-TZVPD.

```
15
Properties=species:S:1:pos:R:3:forces:R:3
C 1.6904 0.4678 -1.1675 0.3962 -1.4244 1.2160
O -2.6549 0.0550 0.0804 -0.1052 -0.6505 -0.1082
H 0.8017 1.9546 0.1346 0.0008 -0.5176 -0.2596
H -1.9914 -1.5990 2.3014 0.1594 -0.1913 -0.3318
H 2.0931 1.0334 0.6842 -0.2553 0.5484 0.5273
H 1.2002 0.9170 -2.0469 0.8149 -0.4903 -0.0075
H 0.0220 -0.4471 -0.5720 -0.0339 -0.6278 -0.0729
H 2.7172 -0.0724 -1.2771 -1.1177 2.3331 -0.4048
H -2.1566 0.8652 -0.0246 -0.4616 0.3303 -0.1354
N 0.9544 -0.7736 -0.8391 -1.8347 1.0912 -0.6586
H -0.8138 -1.6511 1.2593 -0.2910 -0.3977 -0.0056
N 1.6804 1.5084 -0.1068 1.3975 -0.9775 -0.7453
H -3.5534 0.1253 -0.2457 0.0968 0.6165 -0.2788
H 1.3034 -1.2879 -0.0539 0.6208 0.0489 0.4112
O -1.2929 -1.0956 1.8738 0.6130 0.3089 0.8542
```
Positions in Å, forces in eV/Å.

Relative energy (zero: lowest compared OMol25 entry of this formula, charge and spin) = 27.3 kcal per mole
E_HOMO = -8.90 eV
Total energy = -304.039285 a.u.
SMILES string = NCN.O.O
Largest force on an atom = 2.6 eV Å⁻¹

=====

A 4-piece molecular cluster, CH10N2O3 overall. Source: the Open Molecules 2025 dataset; level of theory: ωB97M-V/def2-TZVPD.

```
16
Properties=species:S:1:pos:R:3:forces:R:3
H -0.4499 0.0917 -0.7951 -0.0377 -0.2603 -0.0347
N -2.7569 0.9029 -0.6268 -0.4693 0.0448 -0.8598
H 2.2096 -0.6933 1.3543 0.1663 -0.2423 0.3322
H -0.2847 -0.5784 0.7941 0.1748 0.0950 0.1028
H -1.6894 1.1845 -3.6312 0.2600 -0.0292 -0.0397
C -2.0891 0.3756 0.3269 0.3322 -0.0433 -0.0657
H -2.4012 0.3220 1.3715 -0.2044 -0.1423 -0.0055
H -2.3253 0.3273 -2.5795 0.6918 0.0319 0.2996
O -1.5476 0.3462 -3.1780 -0.6518 0.0274 -0.2222
H 4.4705 -0.5438 0.9259 0.0117 0.0334 0.0115
O 3.8193 0.0913 1.3043 0.0265 0.0082 -0.1335
H 4.3458 0.5664 1.9849 -0.0488 -0.0340 -0.0032
O 1.4535 -1.2913 1.5599 -0.5379 0.1760 -0.1939
H 1.8154 -2.1829 1.5576 0.2141 0.1048 -0.0065
H -3.7001 1.2248 -0.4620 0.1744 -0.0261 0.8006
N -0.8700 -0.1428 0.0930 -0.1019 0.2560 0.0181
```
Positions in Å, forces in eV/Å.

Relative energy (zero: lowest compared OMol25 entry of this formula, charge and spin) = 0.0 kcal per mole
E_HOMO (spin up / spin down) = 0.71 / -6.42 eV
Multiplicity = 2
Total energy = -379.303685 a.u.
Expectation value of S² = 0.75
Charge = -1
Largest force on an atom = 1.0 eV Å⁻¹

=====

A 4-piece molecular cluster, CH10N2O3 overall. Source: the Open Molecules 2025 dataset; level of theory: ωB97M-V/def2-TZVPD.

```
16
Properties=species:S:1:pos:R:3:forces:R:3
H 3.9198 -0.1068 0.2846 -0.8381 -0.1431 1.9167
H -4.0286 -1.1083 -0.0852 -0.4869 0.3713 -1.0410
O -0.8545 1.2412 -2.6518 -0.6022 -4.6983 -3.6410
N -3.0795 0.7241 -0.3826 -1.1297 -1.3254 -1.8594
H -1.5914 1.4749 -2.1973 -3.5124 1.1479 2.5008
H -0.2112 1.8076 -2.4519 4.0035 3.5052 1.2825
N -3.0178 -1.0365 -1.9550 -2.3920 0.8649 2.5796
O 5.1121 0.0370 4.0523 0.6371 0.1052 -0.7670
H 3.2569 -0.1567 1.8459 0.7631 0.3760 -1.1443
H -2.3645 -0.6386 -2.5559 1.1917 1.0488 -0.7608
H 5.6158 -0.7769 4.0320 0.4126 -0.1718 -0.3920
O 3.4478 -0.6075 1.0017 0.1519 -0.2555 -0.7514
C -3.5500 -0.4161 -0.8133 3.4076 0.1831 0.5644
H 4.5224 -0.1496 4.7562 -1.1234 0.0864 1.1394
H -3.5556 0.9539 0.4653 -0.1854 0.2355 0.6914
H -3.2262 -1.9824 -2.0678 -0.2974 -1.3301 -0.3181
```
Positions in Å, forces in eV/Å.

Relative energy (zero: lowest compared OMol25 entry of this formula, charge and spin) = 38.2 kcal per mole
E_HOMO = -9.26 eV
Total energy = -379.286902 a.u.
SMILES string = [H]/N=C/N.O.O.O
Largest force on an atom = 6.0 eV Å⁻¹